Entry from the Open Molecules 2025 dataset: a structure of composition ClLi3 (ωB97M-V with the def2-TZVPD basis set).

Structure (XYZ):
```
4
ClLi3 ωB97M-V with the def2-TZVPD basis set
Li 4.2048 -12.7748 9.3840
Li 3.8974 -9.4830 11.5920
Li 6.8539 -9.4360 8.7481
Cl 4.7600 -10.3322 9.4746
```

Values from the calculation:
Orbital gap   11.62 eV
Maximum force   0.0101 Eh/bohr
Net charge   +2
Highest occupied orbital energy   -19.706 eV

Mulliken charges, unit e, in atom order:
1. Li 0.944
2. Li 0.947
3. Li 0.930
4. Cl -0.821

Entry from the Open Molecules 2025 dataset: a structure of composition ClMg2 (ωB97M-V with the def2-TZVPD basis set).

Structure (XYZ):
```
3
ClMg2 ωB97M-V with the def2-TZVPD basis set
Mg 1.9593 -1.1318 -0.1605
Mg -1.9870 1.0669 -0.0797
Cl 0.0277 0.0649 0.2402
```

Values from the calculation:
<S²>   0.752
Orbital gap (spin up / spin down)   14.61 / 8.15 eV
Maximum force   0.0847 Eh/bohr
Net charge   +4
Spin multiplicity   2
Highest occupied orbital energy (spin up / spin down)   -36.577 / -36.061 eV

Mulliken charges, unit e, in atom order:
1. Mg 1.818
2. Mg 1.783
3. Cl 0.399

Entry from the Open Molecules 2025 dataset: a structure of composition ClN3O13Rb (ωB97M-V with the def2-TZVPD basis set).

Structure (XYZ):
```
18
ClN3O13Rb ωB97M-V with the def2-TZVPD basis set
Rb 1.9734 -9.5916 19.1357
Cl 4.0686 -7.8602 17.0831
O 5.2539 -7.3400 16.4211
O 4.3983 -9.2464 17.4068
O 3.8358 -7.2842 18.3411
O 2.9737 -7.6047 16.1687
N 1.0397 -12.4382 21.4208
O 0.7032 -13.6848 21.7106
O 1.1936 -11.6377 22.2365
O 1.5191 -12.2524 20.3163
N -0.8727 -7.3602 20.3673
O -1.8924 -6.6779 20.1987
O -0.1106 -7.1175 21.4384
O -0.5239 -8.1093 19.4182
N 4.1803 -8.4551 22.3296
O 5.3650 -8.9934 22.4684
O 3.2017 -8.9927 21.7015
O 4.1490 -7.4016 22.9943
```

Values from the calculation:
Orbital gap   5.83 eV
Maximum force   0.1296 Eh/bohr
Net charge   -3
Highest occupied orbital energy   0.382 eV

Mulliken population analysis, charges in e, atoms 1 to 4:
1. Rb 0.990
2. Cl 1.500
3. O -0.723
4. O -0.644

Entry from the Open Molecules 2025 dataset: a cluster of 2 separate species, ClN3O2 in total (ωB97M-V with the def2-TZVPD basis set).

Structure (XYZ):
```
6
ClN3O2 ωB97M-V with the def2-TZVPD basis set
N 0.8998 0.0144 0.2429
N 1.8941 0.3708 -0.0343
O 2.9461 0.7765 -0.2621
O -2.3160 -1.2926 -0.4460
N -2.2301 -0.4725 0.3692
Cl -2.5314 1.2732 -0.0506
```

Values from the calculation:
Structure (SMILES)   N#[N+][O-].O=NCl
Orbital gap   9.58 eV
Maximum force   0.0702 Eh/bohr
Highest occupied orbital energy   -10.535 eV

Mulliken population analysis, charges in e, atoms 1 to 4:
1. N -0.254
2. N 0.786
3. O -0.524
4. O -0.186

Entry from the Open Molecules 2025 dataset: a cluster of 2 separate species, ClNO3 in total (ωB97M-V with the def2-TZVPD basis set).

Structure (XYZ):
```
5
ClNO3 ωB97M-V with the def2-TZVPD basis set
N -0.6701 -0.2604 0.2192
O 0.0723 -0.5574 -0.7428
O -0.4948 0.8116 0.8309
O -1.5806 -1.1126 0.5349
Cl 2.6731 1.1188 -0.8422
```

Values from the calculation:
Orbital gap   7.10 eV
Maximum force   0.0329 Eh/bohr
Net charge   -2
Highest occupied orbital energy   0.314 eV

Mulliken population analysis, charges in e, atoms 1 to 4:
1. N 0.873
2. O -0.525
3. O -0.602
4. O -0.708

Entry from the Open Molecules 2025 dataset: an isolated molecule of ClNO4S (ωB97M-V with the def2-TZVPD basis set).

Structure (XYZ):
```
7
ClNO4S ωB97M-V with the def2-TZVPD basis set
N 1.9886 0.5031 0.4127
O 0.5803 0.0503 -0.1929
O -1.2929 -1.2384 -1.1276
O -1.2021 -0.8134 1.3393
O 2.9181 0.6064 -0.2226
S -1.0279 -0.4151 -0.0044
Cl -1.9642 1.3071 -0.2044
```

Values from the calculation:
<S²>   2.014
Orbital gap (spin up / spin down)   8.12 / 8.63 eV
Maximum force   0.0839 Eh/bohr
Spin multiplicity   3
Highest occupied orbital energy (spin up / spin down)   -8.838 / -12.340 eV

Mulliken population analysis, charges in e, atoms 1 to 4:
1. N 0.357
2. O -0.213
3. O -0.416
4. O -0.457

Entry from the Open Molecules 2025 dataset: an isolated molecule of ClPS2 (ωB97M-V with the def2-TZVPD basis set).

Structure (XYZ):
```
4
ClPS2 ωB97M-V with the def2-TZVPD basis set
S 1.9385 0.7443 1.1337
P 0.9321 0.3206 -0.5318
S -0.8152 -0.3063 0.4671
Cl -2.2983 -0.8248 -1.1832
```

Values from the calculation:
Structure (SMILES)   S=PSCl
Orbital gap   7.73 eV
Maximum force   0.0486 Eh/bohr
Highest occupied orbital energy   -9.714 eV

Mulliken charges, unit e, in atom order:
1. S -0.257
2. P 0.378
3. S 0.089
4. Cl -0.210

Entry from the Open Molecules 2025 dataset: a structure of composition CoF4IN2O8S4 (ωB97M-V with the def2-TZVPD basis set).

Structure (XYZ):
```
20
CoF4IN2O8S4 ωB97M-V with the def2-TZVPD basis set
Co 1.3384 0.1093 -0.2967
I 3.2749 -1.7971 -0.6243
N -0.0596 -0.3049 -1.6109
S -0.9783 0.6995 -2.6569
O -2.2595 0.4328 -3.2713
O 0.0006 1.5308 -3.3911
F -1.4277 1.7877 -1.5339
S -0.5461 -1.5905 -2.3233
O 0.3335 -2.1332 -3.3766
O -1.9667 -1.9124 -2.2613
F -0.2883 -2.6850 -1.0757
N 0.9437 0.2590 1.6494
S -0.7830 0.0588 2.0930
O -1.5716 -0.1159 0.8783
O -1.4205 0.8763 3.1111
F -0.7006 -1.3979 2.7577
S 1.1958 1.2882 2.8323
O 1.3810 0.8811 4.2092
O 0.7868 2.6163 2.4510
F 2.7475 1.3975 2.4399
```

Values from the calculation:
<S²>   6.010
Orbital gap (spin up / spin down)   9.49 / 5.59 eV
Maximum force   0.2213 Eh/bohr
Spin multiplicity   5
Highest occupied orbital energy (spin up / spin down)   -11.774 / -11.761 eV

Mulliken population analysis, charges in e, atoms 1 to 4:
1. Co 0.408
2. I 0.342
3. N 0.458
4. S 0.925